A:
Here is C44H36AsGeN2PtS as an isolated structure from OMol25. Energies are from wB97M-V/def2-TZVPD.

Kohn-Sham gap (spin up / spin down)	0.225 / 0.225	Eh
charge	+1
LUMO (spin up / spin down)	-4.3 / -4.3	eV

XYZ file:
```
86
C44H36AsGeN2PtS wB97M-V/def2-TZVPD
Pt 0.86014 -0.28701 0.00608
S 3.11424 0.62221 0.34493
C 3.74108 0.97054 -1.25341
C 5.12322 1.09541 -1.38887
C 5.67704 1.37340 -2.62721
C 4.86098 1.52467 -3.73929
C 3.48589 1.41617 -3.60531
C 2.91578 1.15417 -2.36642
As 1.00915 0.96725 -2.10145
C 0.39800 2.75872 -1.68483
C -0.93215 3.08945 -1.93774
C -1.42846 4.32315 -1.54479
C -0.60061 5.22666 -0.89056
C 0.72321 4.89813 -0.63583
C 1.22262 3.66467 -1.02894
C 0.37574 0.71591 -3.91105
C 0.19840 1.80348 -4.76054
C -0.12748 1.58613 -6.09044
C -0.28046 0.29119 -6.56839
C -0.11862 -0.79172 -5.71657
C 0.21429 -0.58003 -4.38740
H 5.75500 0.96101 -0.52008
H 6.75099 1.45695 -2.72652
H 5.29542 1.71564 -4.71112
H 2.85484 1.53291 -4.47708
H -1.57050 2.37638 -2.44970
H -2.46121 4.57944 -1.74668
H -0.98850 6.19042 -0.58682
H 1.37042 5.60562 -0.13420
H 2.25499 3.40675 -0.82555
H 0.32385 2.81272 -4.38785
H -0.25662 2.42902 -6.75641
H -0.52062 0.12701 -7.61056
H -0.24823 -1.79970 -6.08872
H 0.36062 -1.41303 -3.71020
C 1.11881 -2.15741 0.61856
Ge -0.70020 -2.49606 1.17075
C -1.65040 -1.61045 -0.33229
C -1.50735 -2.17869 -1.60499
C -2.15537 -1.63489 -2.69987
C -2.94282 -0.49916 -2.55056
C -3.09119 0.07955 -1.29876
C -2.45003 -0.47413 -0.19929
C -1.05473 -1.74633 2.95978
C -0.09077 -2.02625 3.92617
C -0.26541 -1.61606 5.23777
C -1.41341 -0.92462 5.59590
C -2.37919 -0.64471 4.64085
C -2.20479 -1.05792 3.32786
C -1.10675 -4.41962 1.35616
C -2.36272 -4.80471 1.81156
C -2.63468 -6.14631 2.03690
C -1.64947 -7.09877 1.81448
C -0.39809 -6.71862 1.35562
C -0.12556 -5.37623 1.12422
H 2.03775 -2.62300 0.96420
H -0.90779 -3.07548 -1.72248
H -2.06284 -2.09899 -3.67310
H -3.45291 -0.07599 -3.40646
H -3.72874 0.94656 -1.17173
H -2.59607 -0.04155 0.77998
H 0.80098 -2.58092 3.65048
H 0.48813 -1.84627 5.98004
H -1.56030 -0.61556 6.62264
H -3.28292 -0.11949 4.92516
H -2.98465 -0.86501 2.60052
H -3.12992 -4.05874 1.98998
H -3.61216 -6.44309 2.39439
H -1.85908 -8.14310 2.00635
H 0.37181 -7.45972 1.18352
H 0.84919 -5.07437 0.75729
N -1.33225 2.81791 2.41799
C -1.10759 2.13401 1.27727
N -0.03763 1.38608 1.34529
C 0.49190 1.58396 2.62171
C 1.63549 1.06926 3.22877
C 1.93806 1.51461 4.49816
C 1.11664 2.42879 5.17047
C -0.03089 2.93075 4.59420
C -0.31961 2.50213 3.30398
H -2.09290 3.45043 2.59338
H -1.71850 2.24272 0.39629
H 2.25618 0.35041 2.71542
H 2.82638 1.14523 4.99335
H 1.38909 2.74259 6.16948
H -0.67318 3.62357 5.12213
```

***

B:
Here is C44H36AsGeN2PtS as an isolated structure from OMol25. Energies are from wB97M-V/def2-TZVPD.

Kohn-Sham gap (spin up / spin down)	0.196 / 0.196	Eh
charge	+1
LUMO (spin up / spin down)	-4.6 / -4.6	eV

XYZ file:
```
86
C44H36AsGeN2PtS wB97M-V/def2-TZVPD
Pt -0.95625 0.63506 -0.09033
S -3.15694 0.20567 0.35090
C -3.74235 -1.29520 -0.33037
C -5.06238 -1.63754 -0.02642
C -5.60169 -2.81871 -0.50017
C -4.82533 -3.67112 -1.27575
C -3.52657 -3.32234 -1.60073
C -2.97178 -2.12814 -1.14936
As -1.16967 -1.59458 -1.62345
C -1.54591 -0.29136 -3.03055
C -2.80669 0.23366 -3.28311
C -2.97460 1.20898 -4.25539
C -1.88665 1.66858 -4.98174
C -0.62515 1.14004 -4.74408
C -0.45694 0.16900 -3.77223
C -0.60011 -3.11852 -2.71993
C 0.06065 -4.16464 -2.08477
C 0.44350 -5.28220 -2.80916
C 0.18261 -5.34866 -4.17041
C -0.45487 -4.29090 -4.80298
C -0.84362 -3.17073 -4.08433
H -5.64263 -0.95918 0.58428
H -6.62254 -3.07661 -0.25429
H -5.22910 -4.60942 -1.62901
H -2.93314 -3.98994 -2.21258
H -3.67207 -0.12758 -2.74125
H -3.96089 1.60733 -4.45100
H -2.02113 2.43309 -5.73464
H 0.22312 1.48558 -5.32000
H 0.52250 -0.26340 -3.58499
H 0.26876 -4.10371 -1.02240
H 0.94441 -6.09732 -2.30562
H 0.47025 -6.22463 -4.73564
H -0.66031 -4.33306 -5.86379
H -1.34730 -2.35542 -4.58921
C 0.98797 0.68259 -0.58648
Ge 2.21771 0.42902 0.88835
C 2.01812 -1.50918 1.24018
C 3.09601 -2.38301 1.15414
C 2.90153 -3.74800 1.31995
C 1.63287 -4.24671 1.57274
C 0.54986 -3.38010 1.65864
C 0.74398 -2.01905 1.47949
C 1.67131 1.39635 2.52830
C 1.95966 2.75435 2.63181
C 1.59887 3.46624 3.76548
C 0.95347 2.82534 4.81398
C 0.67800 1.46937 4.72299
C 1.03491 0.75815 3.58603
C 4.07594 0.95586 0.48577
C 4.44407 1.53549 -0.72297
C 5.77095 1.85660 -0.97057
C 6.73711 1.60125 -0.00921
C 6.37490 1.02842 1.20236
C 5.04805 0.71364 1.45280
H 1.31068 0.92519 -1.59923
H 4.08849 -1.99776 0.95231
H 3.74703 -4.41924 1.24808
H 1.48353 -5.31144 1.69661
H -0.44165 -3.76073 1.87148
H -0.10168 -1.33694 1.52802
H 2.49060 3.25323 1.82700
H 1.83740 4.52037 3.83308
H 0.67397 3.37408 5.70345
H 0.19673 0.95737 5.54582
H 0.83051 -0.30392 3.53134
H 3.68910 1.73404 -1.47551
H 6.04928 2.30466 -1.91539
H 7.77100 1.85412 -0.20181
H 7.12761 0.82917 1.95359
H 4.76480 0.27538 2.40354
N -0.35618 4.78772 1.29609
C -0.19871 3.69354 0.52922
N -1.04405 2.74477 0.83697
C -1.81283 3.22532 1.88643
C -2.84819 2.64256 2.61101
C -3.42683 3.39383 3.61139
C -2.98944 4.69282 3.90233
C -1.96468 5.28593 3.19474
C -1.38405 4.52979 2.18386
H 0.17917 5.63653 1.23678
H 0.53573 3.62705 -0.25556
H -3.17713 1.63698 2.39679
H -4.24317 2.97436 4.18237
H -3.46605 5.23934 4.70419
H -1.63552 6.29322 3.41176
```

***

Q: Which of them is the most stable? A: A.

***

A:
Here is an isolated ion of composition C7H10NOS and charge +1 from OMol25. Energies are from wB97M-V/def2-TZVPD.

Kohn-Sham gap	0.307	Eh
charge	+1
LUMO	-4.5	eV

XYZ file:
```
20
C7H10NOS wB97M-V/def2-TZVPD
C 0.21180 1.10914 0.40124
C -0.94787 1.88207 -0.04814
C 0.11101 -0.22339 0.01779
C -1.84934 1.11848 -0.82876
C 2.42086 -1.02096 0.81592
C 1.01867 -1.25553 0.28933
C -3.06317 1.78141 -1.39800
N 0.69580 -2.44532 0.10486
O 2.86087 -2.30267 1.11659
S -1.44742 -0.53056 -0.89140
H 1.03877 1.68437 1.02978
H -1.18524 2.92765 0.11931
H 3.06551 -0.59537 0.06787
H 2.43362 -0.31766 1.75558
H -2.77576 2.78570 -1.59718
H -3.53361 1.37183 -2.26084
H -3.77839 1.86355 -0.61118
H 3.52451 -2.18821 1.89138
H -0.19226 -2.57073 -0.31236
H 1.39165 -3.07379 0.33821
```

***

B:
Here is an isolated ion of composition C7H10NOS and charge +1 from OMol25. Energies are from wB97M-V/def2-TZVPD.

Kohn-Sham gap (spin up / spin down)	0.313 / 0.313	Eh
charge	+1
LUMO (spin up / spin down)	-3.5 / -3.5	eV

XYZ file:
```
20
C7H10NOS wB97M-V/def2-TZVPD
C -0.02745 -1.34966 -1.90613
C -1.25090 -1.24450 -2.48403
C 0.00229 -0.40431 -0.79057
C -1.18473 0.15290 -0.43121
C -1.40632 1.12364 0.60752
C 1.20161 0.04646 -0.01312
C -0.23829 1.04085 1.60525
N 1.85941 -0.95560 0.80723
O 0.36083 2.17866 2.02368
S -2.41795 -0.46757 -1.54122
H 0.88673 -1.88071 -2.09484
H -1.54191 -1.66019 -3.53428
H -1.66269 2.13492 0.28826
H -2.22938 0.64114 1.15100
H 1.82012 0.85952 -0.43939
H -0.31298 0.32719 2.36579
H 1.17964 -1.70353 0.76494
H 1.98609 -0.48075 1.76370
H 2.90097 -1.19718 0.57731
H 0.07489 2.83873 1.28010
```

***

Q: Which of them is the most stable? A: A.

***

A:
Here is an isolated molecule of C4H3NO3 from OMol25. Energies are from wB97M-V/def2-TZVPD.

Kohn-Sham gap	0.445	Eh
LUMO	0.4	eV

XYZ file:
```
11
C4H3NO3 wB97M-V/def2-TZVPD
N 2.47223 -1.27028 1.50629
C 1.44991 -0.73106 1.18780
C 0.30795 0.09017 0.65765
C -0.62039 -0.76139 -0.38464
O -1.48190 0.31374 -0.86953
C -0.60097 1.33024 -0.97656
O -0.62016 2.22588 -1.77213
O 0.39700 1.25837 -0.03492
H -0.31627 0.37860 1.60954
H 0.00471 -1.23896 -1.27609
H -0.99210 -1.59533 0.35257
```

***

B:
Here is an isolated molecule of C4H3NO3 from OMol25. Energies are from wB97M-V/def2-TZVPD.

Kohn-Sham gap	0.283	Eh
LUMO	-1.2	eV

XYZ file:
```
11
C4H3NO3 wB97M-V/def2-TZVPD
O 0.32783 1.74869 -0.22112
C -0.32356 0.78818 -0.19707
O -1.66566 0.85845 0.23173
C -1.98261 -0.59775 0.08982
C -0.82865 -1.48034 -0.00201
C 0.16850 -0.61144 -0.14073
N 1.47898 -0.96913 -0.23079
O 2.34135 0.11513 0.35399
H -3.07750 -0.68334 0.19201
H -0.60951 -2.50837 -0.21952
H 3.10393 -0.39447 0.22609
```

***

Q: Which of them is the most stable? A: A.

***

A:
Here is an isolated molecule of C2H6NP from OMol25. Energies are from wB97M-V/def2-TZVPD.

Kohn-Sham gap	0.315	Eh
LUMO	0.3	eV

XYZ file:
```
10
C2H6NP wB97M-V/def2-TZVPD
C 1.50858 -0.08903 -0.05959
C -1.58330 1.19087 -0.19347
N -0.95219 -1.51240 0.10900
P -0.42025 -0.04981 0.10500
H 1.91645 -0.63908 0.77384
H 1.68397 -0.59812 -1.01070
H 1.90404 0.92019 -0.11626
H -1.32246 2.18362 0.12370
H -2.52725 0.78853 0.15403
H -0.20759 -2.19478 0.11445
```

***

B:
Here is an isolated molecule of C2H6NP from OMol25. Energies are from wB97M-V/def2-TZVPD.

Kohn-Sham gap	0.367	Eh
LUMO	1.3	eV

XYZ file:
```
10
C2H6NP wB97M-V/def2-TZVPD
C 1.58315 -0.23651 -0.11993
P -0.14394 -1.15691 0.18326
C -1.11587 0.45985 0.45073
N -1.20198 -0.11185 -0.80366
H 1.29555 0.07224 -1.10181
H 2.39422 -0.96069 -0.01604
H 1.63993 0.49409 0.70678
H -0.48184 1.32566 0.53276
H -1.89811 0.61344 1.22553
H -2.07113 -0.49933 -1.05760
```

***

C:
Here is a 2-piece molecular cluster, C2H6NP overall from OMol25. Energies are from wB97M-V/def2-TZVPD.

Kohn-Sham gap (spin up / spin down)	0.285 / 0.285	Eh
LUMO (spin up / spin down)	-0.1 / -0.1	eV

XYZ file:
```
10
C2H6NP wB97M-V/def2-TZVPD
C 1.61465 -0.30486 0.49842
C -0.70545 1.21469 -0.68206
N -1.54888 0.37644 -0.52821
P -2.68251 -0.31490 0.38097
H 2.08757 -0.83902 -0.29354
H 1.60672 0.71105 0.34255
H 2.15273 -0.40784 1.39787
H -0.63005 1.90827 -1.51111
H 0.56941 -0.66801 0.50760
H -2.46417 -1.67579 -0.11250
```

***

Q: Which of them is the most stable? A: B.